Entry 1:
Molecular formula: C39H50BeN6OP2SSi2
Method: DFT, ωB97M-V/def2-TZVPD

Atoms and positions in Å:
Be -0.924 0.378 0.353
C -1.628 -4.267 0.687
Si -1.624 -2.493 1.391
C -3.439 -2.019 1.770
C -0.701 -2.600 3.061
N -0.986 -1.257 0.335
P -0.650 -1.404 -1.278
C -0.797 0.056 -2.152
P 0.360 1.161 -1.552
N 0.155 1.553 0.037
Si 0.596 3.095 0.738
C -0.995 4.166 0.779
C 1.250 2.853 2.516
C 1.934 4.125 -0.165
C 2.139 0.901 -1.821
C 3.063 0.972 -0.790
C 4.410 0.828 -1.066
C 4.838 0.639 -2.370
C 3.912 0.524 -3.397
C 2.562 0.638 -3.121
C 0.045 2.663 -2.534
C -1.301 3.004 -2.625
C -1.702 4.113 -3.344
C -0.757 4.889 -3.993
C 0.583 4.551 -3.918
C 0.987 3.448 -3.184
C 0.838 -2.445 -1.442
C 1.362 -2.579 -2.725
C 2.463 -3.383 -2.948
C 3.043 -4.059 -1.885
C 2.548 -3.897 -0.600
C 1.450 -3.085 -0.374
C -1.926 -2.447 -2.062
C -3.149 -1.816 -2.258
C -4.183 -2.457 -2.912
C -3.995 -3.739 -3.399
C -2.776 -4.372 -3.224
C -1.747 -3.733 -2.552
H -1.659 -4.984 1.503
H -0.743 -4.481 0.097
H -2.494 -4.445 0.059
H -3.951 -2.838 2.263
H -3.983 -1.783 0.862
H -3.494 -1.157 2.427
H -1.279 -3.213 3.747
H -0.557 -1.626 3.516
H 0.276 -3.063 2.964
H -1.884 3.549 0.708
H -1.020 4.867 -0.050
H -1.061 4.739 1.698
H 0.699 2.107 3.078
H 1.165 3.793 3.053
H 2.298 2.567 2.524
H 1.500 4.784 -0.910
H 2.675 3.509 -0.661
H 2.454 4.744 0.560
H 2.713 1.152 0.215
H 5.134 0.895 -0.265
H 5.896 0.587 -2.587
H 4.253 0.364 -4.410
H 1.817 0.545 -3.903
H -2.022 2.363 -2.133
H -2.749 4.371 -3.405
H -1.066 5.756 -4.559
H 1.317 5.151 -4.437
H 2.040 3.206 -3.122
H 0.884 -2.047 -3.540
H 2.868 -3.491 -3.946
H 3.883 -4.714 -2.063
H 3.010 -4.426 0.222
H 1.058 -2.949 0.622
H -3.252 -0.798 -1.908
H -5.126 -1.953 -3.063
H -4.792 -4.244 -3.925
H -2.616 -5.360 -3.628
H -0.800 -4.236 -2.415
N -3.908 2.168 5.490
C -2.878 2.026 4.619
O -1.725 2.145 4.983
C -3.239 1.714 3.208
C -4.528 1.818 2.654
C -4.698 1.487 1.320
C -3.606 1.095 0.571
N -2.372 1.011 1.089
C -2.209 1.317 2.366
H -3.676 2.396 6.443
H -4.871 2.084 5.232
H -5.375 2.152 3.234
H -5.671 1.547 0.862
H -3.700 0.833 -0.470
H -1.202 1.243 2.740
C 5.614 -1.801 2.681
N 4.335 -1.456 2.111
C 3.262 -0.994 2.784
N 3.350 -0.805 4.124
S 1.871 -0.623 1.963
H 6.287 -2.078 1.872
H 5.531 -2.651 3.369
H 6.045 -0.957 3.229
H 4.199 -1.538 1.116
H 4.033 -1.303 4.670
H 2.480 -0.571 4.576

Output
ΔE to the lowest compared entry with this formula, charge and spin in eV: 0.878
Orbital gap in eV: 6.2328
HOMO energy in eV: -6.7

Entry 2:
Molecular formula: C28H68InO9
Method: DFT, ωB97M-V/def2-TZVPD

Atoms and positions in Å:
C -1.877 -2.820 2.828
C -0.700 -1.828 2.431
O -0.836 -1.369 1.078
C 0.352 -1.753 0.355
C 0.480 -1.099 -1.063
In -1.480 -0.739 -2.121
C -1.103 -1.000 -4.339
C -0.447 0.206 -5.028
C -1.331 1.191 -5.695
C -0.729 2.326 -6.382
C 0.731 2.492 -6.416
C 1.596 1.518 -5.747
C 3.138 1.765 -5.857
C 1.020 0.372 -5.039
H -1.943 -3.640 2.073
H -2.848 -2.283 2.964
H -1.621 -3.256 3.838
H -0.705 -0.964 3.156
H 0.251 -2.389 2.620
H 1.242 -1.399 0.966
H 0.465 -2.875 0.270
H 1.060 -1.826 -1.705
H 1.043 -0.128 -1.017
H -2.663 -2.032 -1.662
H -2.265 0.821 -1.687
H -0.380 -1.859 -4.438
H -2.088 -1.218 -4.819
H -2.433 1.020 -5.659
H -1.404 3.046 -6.910
H 1.130 3.378 -6.962
H 3.689 0.836 -6.142
H 3.529 2.142 -4.878
H 3.297 2.537 -6.655
H 1.694 -0.345 -4.525
C 3.786 0.951 2.959
C 2.894 -0.203 3.371
O 1.582 0.269 3.661
H 3.835 1.699 3.753
H 4.798 0.604 2.738
H 3.385 1.451 2.073
H 3.285 -0.688 4.269
H 2.831 -0.952 2.575
H 1.240 0.688 2.860
C 1.336 1.081 7.297
C 2.516 0.167 7.552
O 2.256 -1.128 7.021
H 0.430 0.675 7.752
H 1.518 2.079 7.704
H 1.142 1.169 6.224
H 2.694 0.062 8.624
H 3.426 0.562 7.089
H 2.109 -1.028 6.072
C -3.746 0.869 2.637
C -2.465 1.568 2.229
O -1.866 2.206 3.362
H -4.453 1.584 3.066
H -4.214 0.382 1.779
H -3.548 0.114 3.404
H -2.669 2.333 1.480
H -1.750 0.855 1.808
H -1.680 1.522 4.015
C 6.688 4.033 -7.746
C 6.797 3.705 -6.269
O 6.774 2.297 -6.069
H 5.765 3.623 -8.161
H 6.698 5.113 -7.909
H 7.516 3.586 -8.304
H 5.959 4.134 -5.720
H 7.727 4.106 -5.849
H 7.521 1.921 -6.547
C -4.744 -4.509 6.131
C -5.144 -4.008 4.756
O -4.433 -4.710 3.744
H -3.671 -4.381 6.287
H -5.281 -3.970 6.915
H -4.957 -5.577 6.231
H -4.911 -2.948 4.653
H -6.219 -4.144 4.590
H -4.648 -5.646 3.831
C -5.983 -3.081 -4.549
C -5.425 -2.679 -3.195
O -4.357 -1.760 -3.351
H -5.202 -3.532 -5.166
H -6.802 -3.796 -4.439
H -6.352 -2.205 -5.091
H -5.038 -3.552 -2.668
H -6.202 -2.217 -2.577
H -4.703 -0.983 -3.809
C 6.516 -1.914 7.536
C 6.682 -1.337 8.929
O 5.527 -0.594 9.300
H 6.348 -1.116 6.809
H 7.401 -2.481 7.239
H 5.645 -2.574 7.492
H 7.538 -0.663 8.963
H 6.840 -2.134 9.663
H 4.773 -1.196 9.276
C -5.141 3.707 -7.226
C -4.396 4.800 -6.483
O -3.784 4.278 -5.313
H -5.904 3.262 -6.585
H -5.621 4.101 -8.125
H -4.459 2.903 -7.517
H -5.083 5.590 -6.176
H -3.621 5.244 -7.119
H -3.169 3.585 -5.591

Output
Net charge: -1
Orbital gap in eV: 6.3097
HOMO energy in eV: -4.1

Entry 3:
Molecular formula: C5H4
Method: DFT, ωB97M-V/def2-TZVPD

Atoms and positions in Å:
C 1.839 -0.389 -0.266
C 1.813 0.821 0.045
C 0.574 1.214 0.376
C -0.292 -0.035 -0.005
C 0.927 -1.254 0.096
H 0.080 2.122 0.540
H -0.578 -0.036 -1.081
H -1.286 -0.134 0.584
H 0.596 -2.298 -0.014

Output
ΔE to the lowest compared entry with this formula, charge and spin in eV: 3.630
Orbital gap (spin up / spin down) in eV: 8.2046 / 8.2033
HOMO energy (spin up / spin down) in eV: -8.8 / -8.8

Entry 4:
Molecular formula: C7H13ClN4O
Method: DFT, ωB97M-V/def2-TZVPD

Atoms and positions in Å:
O 2.951 -1.422 -0.768
C 1.899 -1.241 -0.175
C 1.852 -0.409 1.111
C 2.702 0.833 0.955
Cl 1.911 2.026 -0.153
N 0.700 -1.699 -0.666
N -0.442 -1.884 0.125
C -1.301 -0.904 -0.001
N -1.112 0.210 -0.761
C -2.082 1.269 -0.957
C -3.072 1.305 0.188
C -3.583 -0.116 0.458
N -2.451 -0.972 0.733
H 2.299 -1.008 1.870
H 0.827 -0.174 1.412
H 3.669 0.589 0.533
H 2.822 1.348 1.894
H 0.830 -2.433 -1.378
H -0.257 0.226 -1.283
H -1.546 2.179 -1.018
H -2.618 1.092 -1.902
H -2.594 1.671 1.119
H -3.893 1.972 -0.038
H -4.248 -0.147 1.310
H -4.134 -0.487 -0.423
H -2.608 -1.885 1.157

Output
ΔE to the lowest compared entry with this formula, charge and spin in eV: 0.000
Orbital gap in eV: 9.2099
HOMO energy in eV: -8.5

Entry 5:
Molecular formula: C10H14N2O5P2SSr
Method: DFT, ωB97M-V/def2-TZVPD

Atoms and positions in Å:
C -3.413 -2.192 0.954
C -2.625 -1.317 -0.135
P -0.717 -1.526 -0.021
C -0.027 -2.295 -1.625
C 0.042 0.221 0.223
C -0.465 1.487 -0.581
C -1.618 1.439 -1.689
O -1.323 0.373 -2.654
O -0.278 0.872 -3.383
C 0.172 2.893 -0.315
C 1.306 3.148 0.724
N 1.887 4.459 1.010
S 3.015 4.008 2.223
N 2.878 2.303 2.418
C 1.827 1.880 1.499
C 1.218 0.458 1.251
P 1.910 -1.035 2.221
O 0.785 -1.500 3.148
O 3.339 -0.695 3.070
O 2.338 -2.254 1.031
H -3.402 -3.314 0.762
H -3.047 -1.878 1.986
H -4.520 -1.868 0.890
H -2.970 -1.503 -1.212
H -2.808 -0.209 0.146
H -0.802 -2.879 -2.223
H 0.859 -3.010 -1.410
H 0.425 -1.466 -2.306
H -2.678 1.366 -1.266
H -1.569 2.419 -2.277
H 0.571 0.522 -3.023
H -0.215 3.788 -0.918
H 4.100 -0.627 2.435
H 2.636 -1.712 0.254
Sr 3.256 -0.376 -1.177

Output
Net charge: +2
Orbital gap in eV: 4.4057
HOMO energy in eV: -14.2

Entry 6:
Molecular formula: C27H27IIrN5O2P2
Method: DFT, ωB97M-V/def2-TZVPD

Atoms and positions in Å:
Ir 0.248 -0.123 0.041
O 2.218 0.053 -0.289
P 3.227 1.149 0.195
C 2.717 2.627 -0.743
P 1.042 3.125 -0.285
O 0.132 1.864 -0.140
C 0.382 4.139 -1.590
C 1.119 4.558 -2.694
C 0.526 5.388 -3.636
C -0.786 5.814 -3.468
C -1.522 5.412 -2.358
C -0.934 4.593 -1.412
C 1.056 4.132 1.178
C 1.895 5.248 1.210
C 1.873 6.083 2.312
C 1.019 5.810 3.376
C 0.184 4.702 3.342
C 0.201 3.857 2.243
C 4.897 0.763 -0.181
C 5.513 -0.244 0.575
C 6.821 -0.593 0.301
C 7.514 0.057 -0.715
C 6.906 1.056 -1.465
C 5.594 1.410 -1.207
C 3.089 1.502 1.943
C 4.051 2.354 2.494
C 3.996 2.685 3.837
C 3.002 2.152 4.647
C 2.051 1.291 4.116
C 2.097 0.975 2.769
H 2.710 2.349 -1.801
H 3.419 3.447 -0.578
H 2.142 4.238 -2.846
H 1.077 5.697 -4.514
H -1.222 6.478 -4.203
H -2.535 5.766 -2.219
H -1.467 4.348 -0.496
H 2.548 5.485 0.376
H 2.516 6.953 2.342
H 1.004 6.469 4.233
H -0.477 4.498 4.174
H -0.445 2.987 2.216
H 4.979 -0.737 1.379
H 7.309 -1.363 0.883
H 8.541 -0.216 -0.921
H 7.456 1.557 -2.250
H 5.130 2.186 -1.802
H 4.854 2.747 1.881
H 4.743 3.342 4.260
H 2.980 2.395 5.701
H 1.289 0.863 4.753
H 1.352 0.297 2.373
I -2.841 1.613 -0.343
C -1.745 -0.118 -0.353
H -1.983 -0.658 -1.266
H -2.053 -0.656 0.566
N 2.201 -4.958 0.004
N 1.254 -3.992 0.070
N -0.012 -4.288 0.333
C -0.564 -3.104 0.406
N 0.358 -2.136 0.191
N 1.536 -2.746 -0.021
H 1.766 -5.856 -0.187
H 2.954 -4.693 -0.621
H -1.608 -2.951 0.620

Output
ΔE to the lowest compared entry with this formula, charge and spin in eV: 2.196
Net charge: +3
Orbital gap (spin up / spin down) in eV: 3.8304 / 3.8911
Multiplicity: 2
HOMO energy (spin up / spin down) in eV: -16.8 / -16.8

Entry 7:
Molecular formula: C5H9NO
Method: DFT, ωB97M-V/def2-TZVPD

Atoms and positions in Å:
C -1.859 -0.361 -0.545
C -0.519 -0.414 0.176
C -0.542 -1.134 1.455
N -0.494 -1.700 2.464
C 0.179 0.951 0.332
C 1.635 0.705 -0.088
O 1.669 -0.023 -1.325
H -1.694 0.136 -1.507
H -2.620 0.189 0.013
H -2.213 -1.375 -0.743
H 0.146 -0.967 -0.508
H -0.297 1.700 -0.317
H 0.120 1.339 1.361
H 2.127 0.146 0.719
H 2.171 1.639 -0.253
H 2.191 -0.832 -1.235

Output
ΔE to the lowest compared entry with this formula, charge and spin in eV: 1.372
Orbital gap in eV: 11.4075
HOMO energy in eV: -10.7

Entry 8:
Molecular formula: C32H62NO30P2S
Method: DFT, ωB97M-V/def2-TZVPD

Atoms and positions in Å:
O -3.107 -2.299 7.668
P -4.161 -2.336 6.451
C -3.485 -1.341 4.924
C -3.595 0.291 5.031
C -3.022 1.175 3.761
C -2.422 0.326 2.455
C -2.434 -1.319 2.530
P -1.786 -2.291 0.977
O -3.102 -3.416 0.578
O -1.736 -1.143 -0.337
S -0.115 -3.237 1.300
N -2.941 -2.127 3.741
H -5.421 -1.682 6.826
H -4.370 -3.692 5.949
H -4.061 0.842 5.966
H -3.041 2.354 3.739
H -2.014 0.870 1.500
H -3.941 -2.886 0.820
H -2.691 -1.062 -0.676
H -2.926 -3.190 3.746
C -2.601 1.639 -2.524
O -3.616 2.426 -3.144
C -4.855 1.874 -3.101
O -5.146 0.803 -2.593
O -5.714 2.721 -3.722
C -7.066 2.267 -3.753
H -1.653 2.175 -2.617
H -2.816 1.502 -1.459
H -2.501 0.672 -3.027
H -7.459 2.155 -2.738
H -7.144 1.325 -4.306
H -7.664 3.021 -4.273
C 2.425 4.919 -2.619
O 3.012 3.937 -1.768
C 2.171 2.935 -1.409
O 1.004 2.822 -1.749
O 2.854 2.079 -0.607
C 2.088 0.966 -0.149
H 3.187 5.672 -2.842
H 2.100 4.468 -3.562
H 1.588 5.415 -2.116
H 1.750 0.357 -0.994
H 1.238 1.304 0.452
H 2.733 0.350 0.483
C 5.892 1.942 0.095
O 6.308 1.405 1.349
C 6.512 2.336 2.314
O 6.370 3.543 2.189
O 6.901 1.693 3.444
C 7.153 2.554 4.553
H 5.758 1.110 -0.602
H 4.934 2.462 0.196
H 6.656 2.612 -0.312
H 6.246 3.098 4.833
H 7.968 3.248 4.325
H 7.457 1.933 5.400
C 2.623 2.743 -8.880
O 1.591 3.512 -8.265
C 0.747 2.792 -7.485
O 0.808 1.589 -7.283
O -0.177 3.641 -6.968
C -1.138 3.016 -6.119
H 3.238 3.420 -9.479
H 3.262 2.279 -8.122
H 2.196 1.986 -9.545
H -0.650 2.562 -5.251
H -1.716 2.270 -6.674
H -1.826 3.788 -5.763
C 3.510 10.976 -4.413
O 3.397 10.176 -5.589
C 2.417 9.239 -5.534
O 1.663 9.044 -4.594
O 2.422 8.557 -6.707
C 1.435 7.531 -6.793
H 4.323 11.691 -4.567
H 2.586 11.538 -4.239
H 3.756 10.355 -3.546
H 0.429 7.955 -6.714
H 1.599 6.772 -6.021
H 1.530 7.051 -7.771
C -1.473 -5.494 8.586
O -1.586 -6.294 7.410
C -2.566 -7.231 7.465
O -3.320 -7.427 8.405
O -2.561 -7.914 6.292
C -3.548 -8.940 6.206
H -0.660 -4.780 8.432
H -2.397 -4.932 8.760
H -1.227 -6.115 9.453
H -4.554 -8.516 6.285
H -3.384 -9.699 6.978
H -3.453 -9.419 5.227
C -4.367 -5.752 -0.552
O -5.280 -6.830 -0.355
C -4.844 -7.779 0.511
O -3.776 -7.773 1.104
O -5.802 -8.736 0.604
C -5.477 -9.807 1.488
H -4.818 -5.053 -1.263
H -4.189 -5.220 0.388
H -3.426 -6.116 -0.978
H -5.343 -9.438 2.510
H -4.581 -10.333 1.144
H -6.312 -10.513 1.485
C 7.241 9.937 4.772
O 7.129 9.137 3.597
C 6.149 8.200 3.651
O 5.395 8.004 4.591
O 6.153 7.517 2.478
C 5.167 6.491 2.392
H 8.055 10.651 4.618
H 6.318 10.499 4.947
H 7.488 9.316 5.639
H 4.161 6.915 2.472
H 5.331 5.732 3.164
H 5.262 6.012 1.414
C -2.205 -8.914 -0.697
O -1.001 -9.676 -0.751
C -0.724 -10.196 -1.973
O -1.401 -10.062 -2.980
O 0.439 -10.890 -1.881
C 0.858 -11.497 -3.102
H -2.327 -8.547 0.326
H -2.146 -8.050 -1.368
H -3.069 -9.539 -0.944
H 1.039 -10.737 -3.869
H 0.116 -12.226 -3.445
H 1.796 -12.025 -2.912

Output
Net charge: +1
Orbital gap in eV: 5.7558
HOMO energy in eV: -11.9